Record 1
Density functional theory data (ωB97M-V with the def2-TZVPD basis set) for HN4O4 as an isolated structure in a non-equilibrium geometry.

Each line ends with the natural charge from an NBO analysis.
Positions of all 9 atoms, in Å:
N 1.0857 -1.5274 0.3824  0.28
N 0.3597 1.0588 -0.5014  -0.08
N -0.0086 -0.1113 0.1634  -0.18
N -1.2596 -0.1782 0.5876  0.60
O -0.1832 1.3467 -1.6388  -0.65
O -1.6899 -1.1939 1.1590  -0.52
O 2.1544 -1.1357 0.0214  -0.30
O -1.9698 0.7835 0.4191  -0.43
H 1.5112 0.9577 -0.5926  0.28

The calculation puts the calculated total energy at -14157.6058 eV. The total charge is -1. Its multiplicity is 1. For the LUMO energy (spin up / spin down), the calculation gives 3.15 / 3.01 eV. The gap between HOMO and LUMO (spin up / spin down) is 0.2166 / 0.1887 hartree. For the HOMO energy (spin up / spin down), the calculation gives -2.7 / -2.1 eV.

---

Record 2
Density functional theory data (ωB97M-V with the def2-TZVPD basis set) for C8H8O2SSi as an isolated structure in a non-equilibrium geometry.

Each line ends with the natural charge from an NBO analysis.
Positions of all 20 atoms, in Å:
C -0.9000 0.9312 -2.4127  -0.46
C -1.9163 2.8927 -1.4640  -0.38
C -2.1226 1.6965 -1.9267  0.24
C 0.2140 1.1996 -1.4788  -0.83
C -1.8508 -0.2328 -2.1226  0.80
C 0.5005 -2.4894 0.1040  -0.31
C -0.2932 -1.4068 0.3175  -0.73
C 1.2112 1.1473 1.4881  -1.11
O -1.6461 -1.3826 -2.0526  -0.54
O -2.9291 0.4978 -1.8187  -0.46
Si 0.2879 0.3062 0.0941  1.64
S -0.0307 2.9921 -1.5610  0.22
H -0.4480 1.0517 -3.4525  0.26
H -2.5408 3.7595 -1.0177  0.26
H 0.2721 -3.5239 -0.0702  0.22
H 1.4181 -2.1433 -0.3807  0.18
H -1.3741 -1.6231 0.6742  0.25
H 0.5315 1.4168 2.2760  0.25
H 1.9535 0.6105 1.9006  0.24
H 1.5263 2.0545 0.9941  0.26

The calculation puts the calculated total energy at -31227.7684 eV. Its multiplicity is 1. For the LUMO energy, the calculation gives -0.09 eV. The gap between HOMO and LUMO is 0.2912 hartree. For the HOMO energy, the calculation gives -8.0 eV.

---

Record 3
Density functional theory data (ωB97M-V with the def2-TZVPD basis set) for C4H6O2 as an isolated structure in a non-equilibrium geometry.

Each line ends with the natural charge from an NBO analysis.
Positions of all 12 atoms, in Å:
C 1.3698 -0.3333 -0.9938  -0.65
C 0.2951 0.1768 -0.1416  0.13
C -1.0269 -0.3796 1.4158  0.24
O 0.2815 -0.1759 1.2395  -0.49
C -0.7193 1.0046 -0.3986  0.10
O -1.6783 1.0217 0.5372  -0.55
H 1.2735 0.1631 -1.9627  0.23
H 2.3399 -0.1122 -0.5479  0.22
H 1.2800 -1.4159 -1.1562  0.22
H -1.3822 -0.2893 2.4450  0.19
H -1.3439 -1.2924 0.8585  0.16
H -0.6892 1.6324 -1.2951  0.20

The calculation puts the calculated total energy at -8337.6559 eV. Its multiplicity is 1. For the LUMO energy, the calculation gives 0.96 eV. The gap between HOMO and LUMO is 0.3324 hartree. For the HOMO energy, the calculation gives -8.1 eV.

---

Record 4
Density functional theory data (ωB97M-V with the def2-TZVPD basis set) for one molecule with the formula C16H14N6O4S in a non-equilibrium geometry.

Each line ends with the natural charge from an NBO analysis.
Positions of all 41 atoms, in Å:
O -3.0384 3.4580 -0.0538  -0.61
C -2.3108 2.5559 -0.5934  0.54
N -2.8846 1.9231 -1.6745  -0.39
N -2.2867 0.8510 -2.4572  -0.47
C -2.5723 0.4311 -3.7290  0.29
N -2.0283 -0.6421 -4.1229  -0.48
C -1.1235 -1.4059 -3.3916  0.17
C 0.1226 -0.9197 -3.0026  -0.30
C 0.7688 -1.4974 -1.8758  -0.14
C 0.1074 -2.5891 -1.1642  -0.33
C -1.1291 -3.1176 -1.6491  -0.18
C -1.7004 -2.5575 -2.7934  -0.24
S 0.8994 -3.4232 0.2819  2.09
O 0.3044 -4.7357 0.6198  -0.91
O 2.3947 -3.3283 0.2317  -0.92
C 0.3322 -2.1943 1.5367  -0.31
C 1.1948 -1.2311 2.1091  -0.20
C 0.6295 -0.2294 2.9180  -0.25
C -0.7501 -0.1496 3.0647  0.12
C -1.5219 -1.2015 2.7486  -0.21
C -1.0655 -2.2586 1.9386  -0.18
N -1.5462 0.8798 3.6046  -0.50
C -1.6843 2.1309 3.1593  0.28
N -1.1791 2.8643 2.1286  -0.46
N -0.3823 2.4735 0.9883  -0.40
C -0.8945 2.3234 -0.2373  0.55
O -0.0467 1.7724 -0.9992  -0.61
H -3.8861 2.1649 -1.8150  0.43
H -1.3983 0.5412 -2.1676  0.44
H -3.2487 0.9537 -4.4076  0.20
H 0.7453 -0.2051 -3.5444  0.24
H 1.6471 -0.9255 -1.4743  0.25
H -1.4601 -3.9506 -1.0012  0.25
H -2.6660 -2.8552 -3.0061  0.22
H 2.3095 -1.2148 1.8131  0.26
H 1.1310 0.5207 3.4388  0.22
H -2.5282 -1.2011 3.1951  0.23
H -1.7558 -2.8791 1.3967  0.23
H -2.3001 2.6478 3.8531  0.21
H -1.8393 3.6350 1.9266  0.42
H 0.6308 2.3128 1.0549  0.44

The calculation puts the calculated total energy at -44779.0228 eV. Its multiplicity is 1. As for the SMILES: O=C1NN/C=N\c2ccc(cc2)S(=O)(=O)c2ccc(cc2)/N=C\NNC1=O. For the LUMO energy, the calculation gives -0.96 eV. The gap between HOMO and LUMO is 0.2751 hartree. For the HOMO energy, the calculation gives -8.4 eV.

---

Relative energy (zero: lowest compared OMol25 entry of this formula, charge and spin) (computed, kJ/mol): 270.4 345.1 270.7 344.2